No. 1
The following is a DFT calculation (ωB97M-V with the def2-TZVPD basis set) of a molecular structure, C48H24N10O7STa in a non-equilibrium geometry.

Element x y z (Å)
1 Ta 0.2015 -0.5714 -0.4804
2 C 5.6046 2.4199 2.3550
3 C 4.6084 3.1938 3.0421
4 C 3.2883 3.0647 2.7950
5 C 2.9189 2.1782 1.7409
6 C 1.6613 1.8265 1.1302
7 N 1.7791 0.8482 0.1775
8 C 3.1454 0.6602 0.0699
9 N 3.7820 0.0161 -0.8898
10 C 3.1315 -0.4875 -1.8851
11 C 3.8659 -1.0786 -3.0054
12 C 5.2450 -1.3329 -3.2404
13 C 5.5853 -1.8518 -4.4686
14 C 4.6027 -2.0768 -5.4347
15 C 3.2560 -1.8547 -5.2065
16 C 2.9115 -1.3328 -3.9739
17 C 1.6076 -0.9602 -3.3996
18 N 0.5287 -0.9963 -4.0928
19 C -0.6860 -0.6585 -3.6030
20 N -0.9648 -0.1433 -2.3331
21 C -2.3070 0.3049 -2.3975
22 N -2.9155 1.1614 -1.5746
23 C -2.2294 1.6605 -0.5694
24 N -0.9321 1.4003 -0.1789
25 C -0.6205 2.1997 0.8728
26 N 0.5250 2.4368 1.4279
27 C -1.7934 3.0125 1.2439
28 C -1.9311 4.0394 2.1997
29 C -3.1643 4.6990 2.2371
30 C -4.1960 4.2609 1.4248
31 C -4.0724 3.1858 0.5062
32 C -2.8102 2.6793 0.3455
33 C -2.8531 -0.0537 -3.6548
34 C -4.1427 0.2381 -4.1859
35 C -4.4204 -0.1747 -5.4521
36 C -3.4504 -0.8137 -6.2100
37 C -2.1960 -1.0486 -5.7398
38 C -1.8683 -0.6550 -4.4299
39 N 1.7969 -0.4938 -2.1537
40 C 3.8515 1.4698 1.0472
41 C 5.2088 1.5694 1.3343
42 H 6.6013 2.6039 2.7311
43 H 4.9942 3.9523 3.7731
44 H 2.5106 3.5738 3.3270
45 H 5.9926 -1.0776 -2.5113
46 H 6.6292 -2.1329 -4.7029
47 H 4.8633 -2.4925 -6.3790
48 H 2.5153 -2.1770 -5.9315
49 H -1.0765 4.2050 2.8267
50 H -3.2980 5.4692 2.9969
51 H -5.1936 4.5591 1.6025
52 H -4.9696 2.8554 -0.0292
53 H -4.8901 0.6767 -3.5565
54 H -5.4492 -0.0786 -5.8455
55 H -3.8176 -1.2514 -7.1887
56 H -1.4592 -1.6826 -6.2642
57 H 5.8977 0.9931 0.7823
58 O 1.0989 -4.0599 -2.3799
59 C 0.9827 -3.1725 -1.5801
60 O -0.0108 -2.2958 -1.5851
61 C 1.8963 -2.9588 -0.3830
62 O 2.7848 -3.6475 -0.0263
63 O 1.5519 -1.8135 0.2140
64 N -5.5913 -5.1243 1.7079
65 C -4.8287 -4.3241 1.4287
66 C -3.7874 -3.4248 1.0758
67 C -3.9634 -2.0725 0.9613
68 C -2.8997 -1.2490 0.5979
69 C -1.6176 -1.7346 0.3042
70 C -1.4438 -3.1224 0.5927
71 C -2.4633 -3.9326 1.0359
72 H -4.9492 -1.6608 1.0760
73 H -3.0599 -0.1642 0.6063
74 H -0.4764 -3.5503 0.5390
75 H -2.2310 -4.9674 1.2599
76 O 1.8871 -2.7180 4.6230
77 S 2.4550 -1.4366 4.2014
78 O 1.7937 -0.3370 5.3796
79 N 1.8237 -0.8845 2.8312
80 C 0.6278 -0.3168 2.7418
81 O -0.0302 -0.2298 1.6297
82 C -0.1127 0.1251 3.9342
83 C -1.4357 0.6217 3.8571
84 C -2.0595 1.2369 4.9162
85 C -1.3618 1.3660 6.1352
86 C -0.0951 0.8646 6.2141
87 C 0.5251 0.1253 5.1838
88 H -1.9267 0.5424 2.8782
89 H -3.0637 1.6343 4.8556
90 H -1.8146 1.7765 7.0147
91 H 0.3932 0.9679 7.1376

Force components x, y, z for each atom (eV/Å):
Ta -0.52 -0.09 0.19
C -1.47 0.67 0.23
C 2.04 0.55 0.66
C -1.34 -0.88 -1.39
C -0.35 0.83 0.81
C -1.65 0.14 -0.05
N 1.91 0.87 0.30
C -0.54 0.25 -0.40
N 0.23 0.10 1.16
C 0.38 -0.55 -1.10
C 0.89 0.00 -0.53
C -1.27 0.49 0.29
C 0.57 -0.20 -0.29
C -0.48 -0.21 0.11
C 0.17 -0.27 -0.06
C -0.17 -0.19 0.04
C 1.19 0.13 -0.66
N -2.25 -0.33 -0.21
C 1.18 0.08 0.52
N -1.32 0.39 -1.23
C 1.73 0.26 0.45
N 0.83 -0.47 0.31
C -0.31 0.56 0.63
N -0.26 -0.97 -0.57
C -0.86 1.22 -0.10
N 0.80 0.16 0.90
C 0.09 0.80 -0.06
C -0.31 -1.09 -1.31
C 1.14 -0.31 0.67
C -0.15 -1.81 -0.60
C -0.69 1.64 0.44
C 0.93 -1.20 -0.07
C -1.55 0.53 -0.94
C 1.01 -0.45 0.95
C -1.28 0.31 -0.01
C -0.85 -1.20 -2.04
C 1.73 -1.13 0.23
C -0.59 0.45 0.20
N -0.43 0.60 1.50
C 0.59 -0.66 -0.27
C 0.34 0.62 0.90
H 0.29 -0.44 -0.56
H -0.60 -0.94 -0.53
H -0.14 0.38 0.22
H 0.06 -0.10 0.31
H -0.68 0.37 0.21
H 0.39 -0.30 -0.57
H 0.01 0.35 0.06
H 0.04 0.44 0.39
H -0.23 -0.08 -0.33
H -0.84 0.86 0.13
H 0.61 0.04 0.02
H -0.21 0.27 0.23
H 0.75 0.07 0.17
H 0.89 0.63 1.11
H -0.50 0.65 -0.02
H 0.76 -0.60 -0.50
O 0.35 -0.17 -0.10
C -1.43 -0.22 -0.37
O 0.95 -0.68 -0.20
C -0.48 1.36 0.15
O 0.90 -0.98 0.16
O 0.26 -0.27 0.32
N -1.06 -0.85 0.33
C 0.56 0.52 -0.23
C 1.47 -0.68 0.72
C -0.09 0.57 -0.63
C 0.60 0.61 0.17
C -0.46 -0.51 0.31
C -0.67 1.18 0.18
C -0.36 0.19 -0.65
H -0.26 0.20 0.13
H -0.19 -0.57 -0.16
H 0.75 -0.39 -0.12
H -0.29 0.02 0.03
O -0.07 0.55 -0.59
S 0.33 -0.27 0.79
O -0.86 0.39 -0.20
N -1.11 0.68 -0.20
C -0.43 -1.94 -0.40
O 0.58 -0.08 0.65
C -0.17 0.04 0.60
C 0.27 0.07 -0.90
C 0.06 0.03 0.71
C -0.24 -0.52 -1.41
C 0.23 -0.99 -0.10
C 0.31 1.21 -0.37
H 0.17 0.04 0.50
H -0.05 -0.12 -0.27
H -0.18 0.42 0.19
H 0.90 -0.06 1.05

Properties
Charge: -1
HOMO (alpha / beta) in eV: -4.73 / -4.84
2S+1: 1

***

No. 2
The following is a DFT calculation (ωB97M-V with the def2-TZVPD basis set) of 2 unconnected molecules or ions with the total composition H4O2 in a non-equilibrium geometry.

Element x y z (Å)
1 O -0.4674 0.5431 0.6130
2 H -0.7082 0.2883 1.5037
3 H -1.2832 0.4793 0.1164
4 O 0.6619 -0.7914 -0.7895
5 H 0.6906 -0.2600 0.0061
6 H 1.1062 -0.2594 -1.4497

Force components x, y, z for each atom (eV/Å):
O -1.22 1.66 1.98
H -0.13 0.11 0.41
H -0.05 -0.17 -0.36
O 1.22 -1.49 -1.68
H -0.03 -0.04 -0.09
H 0.21 -0.07 -0.27

Properties
Charge: 0
SMILES: O.O
HOMO in eV: -10.28
2S+1: 1

***

No. 3
The following is a DFT calculation (ωB97M-V with the def2-TZVPD basis set) of C11H13NOS in the gas phase in a non-equilibrium geometry.

Element x y z (Å)
1 C -2.6451 1.5692 -0.7033
2 C -1.5857 1.7430 0.0312
3 C -3.2945 0.3127 -0.5867
4 C -1.0127 0.7159 1.0607
5 C -2.8026 -0.7091 0.1263
6 C -1.4593 -0.7353 0.7118
7 C 1.5890 -1.1299 0.8415
8 C 0.5008 -1.8793 1.0566
9 C 1.8637 -0.0454 -0.1480
10 C 0.9992 -0.2112 -1.3734
11 C 3.3658 -0.0666 -0.4380
12 N -0.8501 -1.8783 0.8442
13 O 0.2320 1.2037 1.5855
14 S 1.6377 1.6795 0.6526
15 H -3.0346 2.4316 -1.3249
16 H -1.1102 2.7570 0.1863
17 H -4.2397 0.2026 -1.1868
18 H -1.6799 0.9179 2.0115
19 H -3.2890 -1.6835 0.1696
20 H 2.4234 -1.5189 1.3995
21 H 0.8013 -2.6842 1.6109
22 H 0.1007 0.2709 -0.9975
23 H 0.8629 -1.2730 -1.6109
24 H 1.2494 0.3116 -2.3327
25 H 3.6376 0.7322 -1.2714
26 H 3.6914 -1.0775 -0.8447
27 H 4.0486 0.0443 0.5301

Force components x, y, z for each atom (eV/Å):
C -2.01 0.55 -1.75
C 3.84 1.29 3.18
C -2.33 0.90 -1.93
C -3.06 0.98 0.28
C 1.73 -1.78 1.00
C -1.00 2.29 -1.28
C 0.76 1.51 -0.73
C -2.29 0.56 0.26
C 1.83 -0.33 0.01
C -0.55 0.84 -0.62
C 2.55 0.38 -0.61
N 1.47 0.24 0.23
O 0.16 0.21 0.38
S -0.81 -1.99 -0.11
H 0.33 -1.38 0.73
H -0.52 -1.21 -0.39
H 0.93 -0.15 0.92
H 1.27 -0.32 -1.25
H 0.00 0.26 -0.23
H 0.51 0.32 -0.05
H 0.36 -2.56 1.33
H -0.82 -0.54 -0.90
H -0.16 0.28 0.24
H 0.39 -0.17 1.11
H -0.37 -1.52 1.92
H -0.65 1.16 0.29
H -1.54 0.18 -2.01

Properties
Expectation value of S²: 2.018
Charge: 0
HOMO (alpha / beta) in eV: -4.98 / -7.79
2S+1: 3